{
  "formula": "C22H22N4O4S",
  "method": "ωB97M-V/def2-TZVPD",
  "elements": ["O", "C", "C", "S", "C", "N", "C", "C", "C", "C", "C", "C", "N", "C", "C", "O", "N", "C", "C", "C", "C", "N", "C", "C", "C", "C", "C", "C", "O", "C", "O", "H", "H", "H", "H", "H", "H", "H", "H", "H", "H", "H", "H", "H", "H", "H", "H", "H", "H", "H", "H", "H", "H"],
  "coordinates": [[-3.626, 2.490, 0.569], [-2.794, 2.130, -0.233], [-1.951, 3.144, -1.010], [-0.238, 3.253, -0.398], [0.513, 1.945, -1.271], [-0.132, 1.048, -1.974], [0.835, 0.208, -2.473], [0.717, -0.920, -3.274], [1.881, -1.580, -3.612], [3.131, -1.138, -3.173], [3.267, -0.018, -2.376], [2.102, 0.646, -2.031], [1.863, 1.766, -1.261], [2.851, 2.546, -0.573], [3.761, 1.683, 0.316], [4.969, 1.706, 0.180], [3.155, 0.912, 1.228], [1.744, 0.825, 1.550], [1.730, 0.170, 2.929], [2.934, -0.767, 2.863], [3.959, 0.062, 2.098], [-2.489, 0.858, -0.570], [-3.039, -0.330, -0.085], [-2.449, -1.519, -0.508], [-2.929, -2.758, -0.098], [-4.014, -2.763, 0.744], [-4.605, -1.572, 1.171], [-4.142, -0.342, 0.778], [-5.658, -1.861, 1.996], [-5.723, -3.268, 2.067], [-4.684, -3.827, 1.292], [-2.366, 4.140, -0.859], [-1.898, 2.901, -2.070], [-0.248, -1.257, -3.618], [1.828, -2.461, -4.233], [4.013, -1.687, -3.465], [4.233, 0.323, -2.037], [3.504, 3.048, -1.297], [2.344, 3.304, 0.030], [1.225, 0.184, 0.825], [1.272, 1.809, 1.551], [1.884, 0.925, 3.701], [0.795, -0.349, 3.127], [2.677, -1.665, 2.301], [3.295, -1.060, 3.846], [4.556, 0.691, 2.766], [4.646, -0.537, 1.497], [-1.712, 0.742, -1.237], [-1.599, -1.475, -1.172], [-2.473, -3.676, -0.428], [-4.601, 0.572, 1.112], [-5.614, -3.590, 3.115], [-6.697, -3.613, 1.682]],
  "forces_ev_per_angstrom": [[-0.280, 0.168, 0.273], [0.331, 0.010, -0.378], [0.215, -0.052, 0.115], [-0.079, 0.282, 0.101], [-0.387, -0.053, -0.132], [-0.030, 0.346, 0.004], [0.736, 0.064, 0.110], [0.050, 0.113, 0.077], [-0.034, -0.140, -0.088], [0.074, -0.028, -0.015], [0.120, 0.107, 0.096], [-0.393, -0.551, -0.409], [-0.377, -0.028, -0.051], [0.499, 0.233, 0.043], [-0.339, 0.149, -0.073], [0.330, 0.135, -0.142], [0.120, -0.157, 0.188], [-0.555, 0.033, -0.039], [0.009, -0.039, -0.097], [-0.018, 0.150, -0.028], [0.434, -0.176, 0.057], [0.158, -0.013, -0.272], [-0.158, -0.324, 0.210], [-0.005, 0.224, 0.006], [-0.333, -0.153, 0.254], [-0.139, 0.581, 0.094], [0.462, -0.546, -0.358], [-0.254, -0.079, 0.200], [0.172, 0.472, -0.122], [-0.819, -0.690, 0.620], [0.350, -0.054, -0.246], [0.001, -0.120, -0.012], [-0.056, 0.058, -0.017], [-0.118, -0.037, -0.049], [0.000, -0.076, -0.056], [0.082, -0.036, -0.019], [0.157, 0.020, 0.034], [-0.085, -0.052, 0.200], [0.094, -0.052, -0.065], [-0.050, 0.084, 0.039], [-0.030, -0.097, -0.014], [-0.023, 0.035, 0.040], [-0.055, 0.049, 0.021], [0.002, -0.045, 0.000], [0.027, -0.065, 0.003], [0.023, -0.082, -0.043], [0.002, 0.054, 0.097], [-0.288, 0.156, 0.183], [0.118, 0.019, -0.081], [0.074, -0.124, -0.054], [-0.025, 0.082, 0.019], [0.046, 0.119, -0.239], [0.243, 0.125, 0.018]],
  "total_energy_ha": -1769.77391,
  "smiles": "O=C(CSc1nc2ccccc2n1CC(=O)N1CCCC1)Nc1ccc2c(c1)OCO2",
  "homo_lumo_gap_ev": 8.1
}